1.
Formula: C12H24N4OSTaTl
Source: the OMol25 dataset
Level of theory: wB97M-V/def2-TZVPD

The geometry in ORCA input format:
```
! RIJCOSX wB97M-V def2-TZVPD def2/J DEFGRID3
* xyz 2 1
N 1.8332 -0.2700 1.1113
H -2.2410 -1.3985 -1.8134
C 1.8355 2.9135 -0.1659
O 3.9067 -1.1658 0.6471
C 0.7670 -3.5432 -0.9080
Ta 0.0000 0.0000 0.7967
C 0.0121 3.6786 -1.6982
N -0.5612 -1.4887 -0.4695
N -0.3078 1.7045 -0.2217
H 2.2489 2.3450 -1.0234
H 0.6743 -3.3595 -1.9940
H -1.9178 -3.7420 -1.5482
H 0.3203 2.9946 -2.5093
C -1.1492 -1.2030 -1.7799
H -2.5861 -3.2249 0.0308
C -1.7125 1.6229 -0.6305
H 2.3140 3.9078 -0.1624
C 0.0000 0.0000 4.6067
H -1.0100 -2.7062 1.9658
C 0.3124 3.0506 -0.3191
C 2.9409 -0.9464 1.4301
H -1.3240 4.0368 0.7700
H 1.7161 -3.1102 -0.5421
H -1.6480 -4.7428 -0.0992
H -0.9848 -0.1424 -2.0305
H 0.8254 -4.6357 -0.7586
N 0.0000 0.0000 5.8676
H -2.3603 2.3697 -0.1286
H 0.0641 3.5627 1.7903
C -0.4244 -2.9355 -0.1316
H -0.6847 -1.8102 -2.5851
C -0.1475 -3.0616 1.3779
H 0.0392 -4.1153 1.6475
H 2.0874 2.3895 0.7712
C -1.7220 -3.7034 -0.4631
H 0.5682 4.6250 -1.8117
H -1.8484 1.7089 -1.7266
H -1.0602 3.9061 -1.8232
H -2.1193 0.6232 -0.3564
C -0.2230 3.9655 0.8059
H 0.1841 4.9876 0.7098
Tl 2.6323 -0.6011 -1.0959
H 0.7503 -2.4863 1.6726
S 0.0000 0.0000 2.7967
*
```

## Properties
LUMO (alpha / beta), eV: -10.12 / -10.12



2.
Formula: C26H42IN10O2S2
Source: the OMol25 dataset
Level of theory: wB97M-V/def2-TZVPD

The geometry in ORCA input format:
```
! RIJCOSX wB97M-V def2-TZVPD def2/J DEFGRID3
* xyz 1 1
H 4.3013 3.1401 -0.2187
C 2.3902 2.3261 5.7582
C 3.2863 1.4366 2.4625
H 2.5568 -2.4949 0.0106
H 2.7866 2.6466 6.8259
H 6.8560 -2.5255 3.7632
N 5.5553 -2.6241 0.7134
H 3.9091 -0.7829 -3.4994
H 3.2906 2.3282 -2.7472
C -8.2793 -5.6590 -2.2972
C 4.5480 1.4170 1.4143
H -1.1071 1.7555 1.5752
C 2.2054 -3.0302 -2.0459
H -4.0666 -4.2683 0.9870
C 0.8423 0.5085 2.0845
H -5.6456 -4.3694 0.1705
H -5.3013 8.2923 -0.3009
C -5.9527 3.1196 0.9778
H 1.1184 -0.2165 2.9916
C -4.7691 6.3251 0.3967
H -4.4894 -5.7176 0.0431
H 8.1073 -3.2635 2.7337
H -4.7583 0.5566 -2.4409
N -3.4842 -3.4695 -2.1793
C 6.2290 -2.9132 1.7394
N 5.8216 0.9080 2.0524
H 3.0612 1.7100 -0.2931
C 2.4009 -3.3990 -0.5844
N 3.9568 0.9027 3.7226
H 3.2728 -4.0502 -0.4777
H -7.9159 -6.6555 -2.5630
H -4.0017 7.5081 -1.2315
H 6.7574 -4.2526 3.3414
C -5.6747 1.6293 0.8682
H 6.1283 0.1699 4.3686
N 2.0431 -2.7241 -3.2584
H -5.6888 6.9782 -1.4382
C 1.6051 0.0671 -6.9223
C -3.9839 -3.9956 -1.1480
C -3.8491 0.5509 -1.8334
H -6.5970 3.3163 1.8391
H 6.7522 0.8339 1.5845
H 0.4433 -1.2290 -8.1909
N 1.9546 1.2147 -6.5334
H 0.7455 -1.8741 -6.5592
N -5.4440 0.3929 0.7773
H 2.0527 -1.8625 -7.7681
H 1.6609 2.5072 1.1752
C -0.7998 0.7616 2.1157
H -3.2647 -0.3409 -2.0758
H 2.6183 -0.1642 -2.2469
H 1.0651 -0.0767 1.0897
S 5.1841 1.1851 -1.4754
H -6.4518 3.4733 0.0714
N -4.6171 5.4805 1.3206
C 1.1838 -1.3160 -7.3911
H 2.7301 3.1704 4.9919
I -1.7075 -1.0358 1.1825
H 1.2207 2.2840 5.7023
H -5.0138 3.6657 1.1034
C 1.7194 1.9020 2.1991
C -8.0437 -5.3989 -0.8183
C -3.0298 1.7998 -2.1151
N -2.3500 2.8359 -2.3487
H -9.3480 -5.5984 -2.5208
S 3.2084 0.6762 5.2999
C 5.4498 0.5839 3.4986
N -7.8483 -5.1831 0.4087
H -7.7473 -4.9147 -2.8960
H 1.5170 -3.9232 -0.2107
H 1.3517 2.6370 3.0354
C 4.2035 1.9814 -0.0859
C -4.5861 -4.6296 0.0953
O 2.2385 -0.5291 5.3686
C 4.0824 1.4749 -3.0092
C -4.9524 7.3432 -0.7170
H 2.3757 0.2937 -4.0981
H -4.1271 0.5180 -0.7764
C 3.1794 0.1075 -3.2631
H 4.6892 1.8249 -3.9465
C 7.0411 -3.2617 2.9761
O 4.2916 0.4355 6.4227
H -1.0925 0.7739 3.2672
*
```

## Properties
LUMO, eV: -4.44



3.
Formula: C24H42O21
Source: the OMol25 dataset
Level of theory: wB97M-V/def2-TZVPD

The geometry in ORCA input format:
```
! RIJCOSX wB97M-V def2-TZVPD def2/J DEFGRID3
* xyz 0 1
C 2.2506 2.5301 1.4259
C -3.6611 0.3794 1.3489
O -0.4803 1.1585 3.1384
H -0.0970 -1.4996 3.5857
H -0.5903 -4.7337 -1.7300
O -2.4853 -0.4234 -0.5837
H -0.2520 -1.7871 -1.5850
C -1.4097 -4.1868 -1.2577
H 1.0210 -2.8479 0.6137
C -0.8300 -1.9981 -2.4923
H 2.2649 4.2761 -0.7267
H 2.7086 4.6262 1.6702
O 2.8753 -3.8892 -0.9863
O 2.7002 -2.0139 -2.6596
H 2.9770 -4.6210 -0.3700
C 2.5817 2.0883 2.8615
C -2.8977 -1.0388 -1.8066
O 1.1927 1.7013 0.9480
H -5.0308 -0.7110 -1.6090
O -0.1278 3.7187 -1.7952
C -1.0735 -0.7974 1.7760
O -4.5395 1.0944 0.5158
C 1.4115 4.3815 -0.0402
H 0.4356 5.1077 2.0801
H -0.3586 -2.7483 2.3327
C 2.0260 0.5495 -1.8280
H 3.5860 -0.9124 2.1263
H -0.0049 1.2701 -0.6028
H 1.9915 0.2411 2.7566
C 0.2911 3.4298 -0.4895
C 0.7989 1.9827 -0.3716
H 4.3021 -1.1524 -1.7623
O -2.9689 2.3529 2.5132
O -3.0274 -2.4211 -1.6801
H -4.4380 -0.7262 -3.2880
C -4.2170 -0.3951 -2.2714
H 3.1440 -3.2930 1.5617
H -1.9502 1.5965 0.8887
O 1.3742 -1.0143 -0.1486
C 1.8428 4.0082 1.3854
H 3.5024 2.5866 3.1733
C 3.5731 -2.7668 -0.4981
H 4.6499 -2.9805 -0.4494
O 2.8158 0.7112 2.9671
H 2.7818 0.6680 -2.6053
H 0.4949 3.2927 -2.4004
O -4.0805 0.9986 -2.2924
H 1.7644 2.3985 3.5215
C 3.1104 -2.3923 0.9212
C 1.6331 -1.9637 0.8552
O -0.9198 -3.6995 -0.0399
H 2.4204 -2.9316 -2.5116
H -2.2531 -4.8711 -1.0880
C -1.5310 0.3916 2.6343
C -2.4834 1.2473 1.7892
H -0.5771 3.5744 0.1635
H -2.2448 2.6567 3.0794
H 0.0684 1.4695 2.3942
H 1.0888 0.1992 -2.2689
H -4.1946 0.0210 2.2424
O -2.2190 -1.5657 1.3979
O 1.8388 1.8511 -1.2993
H -4.6931 1.9465 0.9471
O -1.1156 0.4435 -2.6164
H -1.5627 -3.0668 0.3245
H -1.8078 1.1215 -2.6307
H -2.1559 -3.5511 -3.1706
C 2.5142 -0.4681 -0.7940
C -3.1159 -0.8454 0.5892
C -1.8754 -3.0881 -2.2146
H 3.1252 2.3887 0.7764
O 3.9978 -1.4330 1.4153
O 1.2643 -1.4849 2.1297
H 3.1606 0.0402 -0.0691
H -4.1002 1.2920 -1.3648
O 0.7802 4.2257 2.2795
C -0.0774 -1.7049 2.5131
H 0.8390 -1.9365 -3.4891
H 0.4204 5.8434 -0.8186
H -0.5824 -0.4202 0.8702
H -2.0755 0.0130 3.5098
H -3.9284 -1.5461 0.3631
H -2.1168 -0.8946 -3.8247
C 3.3331 -1.5848 -1.4810
C -1.7395 -0.7913 -2.7952
O -0.0149 -2.3898 -3.5573
O 0.9518 5.7134 -0.0220
*
```

## Properties
LUMO, eV: 0.48
SMILES string: OC[C@H]1O[C@H](OC[C@H]2O[C@H](OC[C@H]3O[C@H](O[C@]4(CO)O[C@H](CO)[C@@H](O)[C@@H]4O)[C@H](O)[C@@H](O)[C@@H]3O)[C@H](O)[C@@H](O)[C@H]2O)[C@H](O)[C@@H](O)[C@H]1O



4.
Formula: C3H9NO4
Source: the OMol25 dataset
Level of theory: wB97M-V/def2-TZVPD

The geometry in ORCA input format:
```
! RIJCOSX wB97M-V def2-TZVPD def2/J DEFGRID3
* xyz 0 1
C 1.1527 0.5866 0.5644
C 0.9374 0.4099 -0.9258
C -1.2551 1.0798 0.9303
H 1.0477 1.2918 -1.4908
H -0.1617 -0.5773 1.7097
O -1.2141 -3.3493 -0.2297
H -0.1492 -0.0026 -1.0933
H 1.5641 1.6288 0.8431
H -1.0589 -2.5350 -0.6653
H 1.9419 -0.0741 1.0176
O -0.9127 1.9340 -0.1253
H -1.6934 2.5159 -0.2636
H 2.3547 -0.3295 -2.0918
N -0.1318 0.4180 1.3317
O -2.2954 0.9344 1.4889
H -1.7422 -3.2897 0.5164
O 1.6159 -0.6418 -1.5166
*
```

## Properties
LUMO, eV: 0.49
SMILES string: O=C(O)NCCO.O



5.
Formula: C14H18NO4P
Source: the OMol25 dataset
Level of theory: wB97M-V/def2-TZVPD

The geometry in ORCA input format:
```
! RIJCOSX wB97M-V def2-TZVPD def2/J DEFGRID3
* xyz 0 1
C 1.4662 0.7669 -0.5006
H 1.9633 0.0513 -2.7817
H -1.1264 1.2457 2.2066
H -3.2612 1.5850 -1.2687
C 0.3166 1.9317 -0.8242
H 1.2449 1.1739 1.9741
H -2.0040 2.8283 -2.1123
O -1.7576 -2.4219 1.9003
C -2.6658 -1.5599 1.3973
H -2.8359 -2.0576 -0.8475
P -1.9087 1.8759 1.1420
C -1.8951 0.4670 -2.7421
C -1.2838 -0.4073 -0.5926
H 3.8923 -1.9886 -2.0098
H -1.3503 3.8728 0.4728
C 1.7755 0.5395 1.1261
H 4.9888 -2.4319 2.0374
H -3.1582 -0.9814 3.2671
C 2.8577 -0.6194 1.5916
O -1.1605 -0.6495 -2.0680
C -2.7513 -1.0930 -0.1770
C 3.5888 -1.5255 0.4374
H 3.0076 -0.7474 2.7628
H -3.6652 -0.4113 -0.4407
O -3.6729 -1.0560 2.3886
H -0.5493 -1.0948 0.0052
C 2.2280 -0.1364 -1.6374
N -1.8063 3.4818 1.3300
H -3.3162 1.4711 1.1787
H 4.0595 -3.7529 1.0419
C -2.1630 1.7399 -1.7035
H 5.5219 -2.8065 0.1891
O -2.2867 0.3732 -4.0265
H 0.5179 2.8043 -0.0407
C -1.1539 1.2254 -0.5058
H 0.3735 2.3349 -1.9236
C 4.6376 -2.7133 0.9541
C 3.3319 -1.3137 -1.2004
*
```

## Properties
LUMO, eV: -0.19
SMILES string: Cc1ccc(C[C@@]2([PH2]=N)CC(=O)O[C@@H]2CC(=O)O)cc1



6.
Formula: C5H6BrN
Source: the OMol25 dataset
Level of theory: wB97M-V/def2-TZVPD

The geometry in ORCA input format:
```
! RIJCOSX wB97M-V def2-TZVPD def2/J DEFGRID3
* xyz 0 1
N 3.1308 -2.3542 -0.3977
Br -2.5121 -0.7680 -0.1375
C -0.6373 1.3913 0.8312
H 0.3963 1.8477 -1.1550
H 0.6096 -1.6880 1.1169
C -0.5747 1.5581 -0.7058
C 2.0463 -1.9889 -0.3477
C -0.8562 0.2044 -0.0288
H 0.0547 -2.0964 -0.6732
H 0.2917 1.5620 1.2595
C 0.7253 -1.6107 0.0301
H -1.2875 2.1917 -1.3088
H -1.3868 1.7510 1.5169
*
```

## Properties
LUMO (alpha / beta), eV: -1.11 / -1.04



7.
Formula: C15H14BrCl20NO3PS
Source: the OMol25 dataset
Level of theory: wB97M-V/def2-TZVPD

The geometry in ORCA input format:
```
! RIJCOSX wB97M-V def2-TZVPD def2/J DEFGRID3
* xyz 1 1
H 0.3208 2.0020 2.6831
C -2.1657 -1.5078 -1.0362
H -0.5583 0.3504 -4.4415
C -0.6299 0.4491 -3.3012
Cl -4.7085 -7.4629 -1.7658
Cl 1.1928 1.5539 5.3590
H 0.2829 1.0721 -2.9857
Cl 4.9099 2.1442 -1.1707
Cl -1.4906 1.9453 6.3967
Cl -4.6972 -5.3537 -3.7585
C -2.1534 -0.6601 2.9767
Cl 2.3686 2.8671 -2.3717
H -2.3921 3.2094 0.0562
C -2.8315 2.8678 -0.9542
H -1.7188 3.5355 -2.7578
Cl 4.7780 2.7683 -3.9963
Cl 5.4066 -2.1207 2.7445
O -0.6397 -0.9073 -2.7594
C -0.0109 2.7650 5.8593
H 1.1938 -0.0799 3.1654
C -2.5859 -1.4625 0.4568
Cl 5.2061 0.5234 3.9226
C 4.1261 3.1632 -2.3926
H -4.1002 -0.7587 2.6929
Cl 3.1135 -1.4340 4.3869
H -3.5896 -1.9559 0.7147
H -2.3503 1.6954 -3.9944
Cl 5.7221 -1.7796 5.6068
C 3.6985 -1.6502 -2.1094
H 0.9700 0.2601 -0.9588
Cl -2.9929 -7.6776 -4.0930
C -1.6723 -0.7299 1.4694
H -3.4716 1.9423 -0.7607
Cl 4.1467 -2.0085 -0.4286
H -0.6533 2.6228 -1.5535
C -1.9451 1.3130 -2.9827
Cl 5.1672 -1.4479 -3.0844
C -0.3486 -0.1054 0.9600
O -3.4476 -1.2047 3.2932
Cl -0.3881 3.8290 4.4850
Cl 0.6465 3.7338 7.1931
C 4.8633 -1.2018 4.1649
Cl 2.7312 -2.9898 -2.7638
Cl 4.4358 4.8729 -2.0311
H -2.7994 0.7299 -2.5021
N -0.9302 -0.8660 -1.4366
Cl 2.7445 -0.1493 -2.1623
C -3.6988 -6.5576 -2.9112
C -0.0103 -0.2037 -0.5524
C -1.6782 2.6124 -2.0682
S 2.5721 1.2083 1.1855
Cl -2.3966 -5.7302 -2.0278
O -1.5246 -0.1499 3.9210
P 0.8639 0.8124 2.0867
H -3.5490 3.7059 -1.2956
Br -3.3318 -2.3996 -2.3723
*
```

## Properties
LUMO, eV: -5.50



8.
Formula: C29H77N3O15
Source: the OMol25 dataset
Level of theory: wB97M-V/def2-TZVPD

The geometry in ORCA input format:
```
! RIJCOSX wB97M-V def2-TZVPD def2/J DEFGRID3
* xyz 0 1
C -4.3977 3.8786 -7.0968
H -6.8396 6.1999 -4.6672
H 0.7544 -13.3546 6.0372
O -2.3860 -3.1248 -5.6340
N 1.4678 -10.0014 6.0473
C 0.1354 5.3978 -0.1274
C 2.6601 -6.1160 4.9355
O -6.2855 0.3986 1.4536
C 0.1964 3.5502 1.6445
H -6.2395 -1.2934 0.1064
H 0.9656 -7.3771 6.7200
H 10.1846 1.1089 0.5835
H -0.4521 3.2421 -0.3692
H -6.6686 3.6598 -8.5623
H 6.7978 3.1934 4.1138
H -4.0883 7.9539 8.7333
H 4.1483 1.4349 -5.9044
H 5.3463 -1.1884 -0.6061
H -2.1504 4.6443 -0.1730
H 8.5384 3.0681 4.3019
C 0.6386 -12.3150 5.7307
H 2.4382 1.3944 -5.6113
H 9.1436 0.6475 2.7122
H -2.8048 -5.3068 -3.1668
C -6.1556 2.7180 -8.3674
H 3.9584 1.6486 -3.7949
H 1.5654 -9.1960 8.0352
H 2.3951 -11.6915 6.8409
O -7.5569 0.7902 -1.0924
C -2.2986 -5.0383 -4.0940
O -1.7406 4.4135 0.6639
N -5.3009 2.7265 -7.1862
H -3.6798 -3.3719 -4.0880
H -5.6976 5.9916 -3.3886
H 6.7958 2.3652 6.4856
H 4.0045 3.7404 -6.8604
C -5.7696 6.1671 -4.4620
H -0.7194 -6.1251 -3.9960
C -5.2820 2.3659 -9.6439
H -2.7956 -2.2801 -5.8351
H -2.5443 -12.4174 4.7809
H 8.7755 -0.5082 -0.3502
O -0.9189 -5.1861 -4.0061
H -5.9528 5.3582 -6.8587
H 8.4990 2.1853 6.4529
H -3.3192 6.5598 8.2989
H 0.3848 4.4226 2.2702
C -3.1378 7.6346 8.3060
C 6.3663 -1.3035 -0.2395
H -3.6390 3.5248 -6.3988
H 7.3716 0.7475 6.7438
H -1.5562 -13.7982 5.2363
H 0.7618 -11.2512 7.5361
C -6.9038 -0.6296 0.6596
H 3.0101 -5.4845 5.7521
H -1.8597 8.8372 9.1095
C -0.4604 4.0705 0.3393
C -4.9636 5.1669 -6.4428
O 3.6013 2.4086 -4.2602
O 7.4828 1.3871 4.8021
H -5.8671 1.9699 -10.4739
C 3.0937 3.2431 -6.5270
O -4.5473 3.4585 -10.1785
H -1.8453 7.9589 6.5959
H 0.5498 -9.6304 5.8481
C 1.3847 -11.3324 6.6453
C 7.5776 1.6646 6.1919
H 6.4392 -2.1828 0.4006
H -3.0825 2.1112 -10.9417
H -4.2405 5.9490 -6.6741
H -8.7962 0.4695 0.4880
H -2.0689 -2.9482 -3.5679
H -7.0190 1.4461 -0.6429
H 7.5629 3.0927 2.0398
H 1.6106 -5.8934 4.7431
H -7.3110 -1.3530 1.3661
H -2.5516 3.5773 -10.0060
H -6.9524 1.9815 -8.2641
O -3.2302 9.5555 6.7343
H -1.2070 -12.7231 3.7447
H -3.5941 7.6750 6.2046
C 3.3103 2.0470 -5.5711
H -4.5428 1.5922 -9.4365
C 8.3803 -0.1598 0.6041
O 2.4027 4.2888 -5.7736
H -0.3510 5.9057 -0.9601
H 2.5491 -6.9877 7.4328
C -2.8802 8.1206 6.8973
O -0.7792 -11.9540 5.6116
C 9.1206 1.2147 0.7950
H 6.9122 -1.7098 -1.0910
O 6.9376 -0.1458 0.3653
C -1.5264 -12.8072 4.7834
H 1.0746 2.9948 1.3153
C 2.0987 -9.1556 7.0855
O 2.6198 -7.4438 5.4395
H 2.5297 3.0264 -7.4342
H 0.1170 6.0527 0.7437
C -3.2788 3.1558 -10.6999
O -2.1133 7.9238 9.2609
H -5.8072 0.9778 0.8558
H -2.6661 -5.7131 -4.8670
C 2.0307 -7.6079 6.7016
H -3.8307 4.0483 -8.0121
H -2.8002 10.0357 7.4457
H 3.2203 -5.9631 4.0130
C 7.6880 2.1193 2.5140
H 1.1945 5.2970 -0.3646
H 1.0801 -12.2656 4.7354
C -2.6231 -3.5448 -4.2924
H -5.2555 7.1011 -4.6885
H 8.7851 1.9870 0.1028
C 7.6519 2.5338 3.9602
C -8.1033 -0.0706 -0.1571
H -3.2306 3.7917 -11.5839
H 8.7499 -0.9155 1.2972
O -5.0798 5.0454 -5.0192
H 2.5989 4.1724 -4.8411
H 6.8391 1.5287 2.1694
N 9.0385 1.5262 2.2254
H 3.1129 -9.4579 7.3462
H -8.5757 -0.9284 -0.6357
H -5.8492 2.7220 -6.3380
H -0.4777 2.8889 2.1890
*
```

## Properties
LUMO, eV: 0.20
SMILES string: COCCNCCOC.COCCNCCOC.COCCNCCOC.CC(C)O.OCCO.OCCO.OCCO.OCCO



9.
Formula: C6H8N4O
Source: the OMol25 dataset
Level of theory: wB97M-V/def2-TZVPD

The geometry in ORCA input format:
```
! RIJCOSX wB97M-V def2-TZVPD def2/J DEFGRID3
* xyz 0 1
N 1.0435 -1.8876 0.0480
H -2.5222 0.4095 1.2920
H -0.6780 0.9058 -2.0288
H 1.4438 -2.7250 0.3630
N 2.7725 -0.1256 0.1119
C 0.6508 0.4391 -0.1306
N 2.6409 1.1354 -0.1482
O -1.0132 -2.9316 -0.1079
H -1.1909 1.5116 1.5590
C -0.7739 0.1201 -0.0534
H 3.4194 1.6710 -0.2517
H -0.9997 -0.0755 2.1229
H -2.2522 0.0279 -1.6943
H -2.1601 1.4525 -0.8890
C -1.5176 0.7157 -1.2746
C -0.3088 -1.9873 -0.1237
C -1.4841 0.4411 1.2810
N 1.3571 1.5456 -0.1613
C 1.5728 -0.6425 0.0857
*
```

## Properties
LUMO, eV: 0.73



10.
Formula: C2H3N5O2
Source: the OMol25 dataset
Level of theory: wB97M-V/def2-TZVPD

The geometry in ORCA input format:
```
! RIJCOSX wB97M-V def2-TZVPD def2/J DEFGRID3
* xyz 0 1
C -0.2738 -1.6911 1.2669
H 1.1377 -2.1027 2.5881
N -1.1291 0.2131 -1.4670
O 1.3882 0.8146 -0.4289
H 1.7876 2.7304 -0.1518
N -0.6959 1.3570 -1.0822
N 0.1833 -2.1386 2.2632
H -1.6027 -1.7794 -1.4640
C -1.2396 -0.8829 -0.8948
N -0.8290 -1.0013 0.4593
N 0.4247 1.5848 -0.6512
O 0.8487 2.8960 -0.4377
*
```

## Properties
LUMO, eV: 0.30